Computed, not measured: C36H62Ag2FNO14 as an isolated structure at a distorted geometry, with ωB97M-V/def2-TZVPD.

Results
- 2S+1: 3
- Highest occupied orbital energy (alpha / beta): -13.72 / -13.54 eV
- F_max: 4.951 eV/Å
- Calculated total energy: -79185.826 eV
- ⟨S²⟩: 2.0118
- Net charge: +2

Each line ends with the Mulliken spin population.
Positions of all 116 atoms, in Å:
H: -2.7943 -0.4538 0.1303  -0.024
H: -0.0485 1.4891 3.6905  0.000
C: -1.1805 4.7300 0.3151  0.000
C: 1.9418 0.4251 -2.7020  0.012
O: -5.3078 0.6563 1.3202  0.010
H: 3.9948 -0.8935 1.3743  -0.006
H: 5.9238 2.7009 -1.7760  -0.001
C: 3.6906 -3.8175 2.6395  0.000
C: 3.3013 -4.7829 1.4624  -0.001
H: -7.3792 2.9909 -1.1539  0.000
H: 1.2135 -5.0733 0.7783  0.000
H: -1.6457 -6.6760 0.1935  0.000
C: -1.5916 0.9880 -4.4537  0.000
H: -1.4006 -0.6396 -3.0846  0.000
H: -2.8701 5.0662 -0.9518  0.000
H: -5.7989 4.4780 -0.6857  0.000
C: -0.9580 5.5581 1.6056  0.000
H: -2.4772 1.6594 1.0720  -0.004
H: -1.1283 1.2232 0.0602  -0.001
C: 5.7344 -1.7263 -0.7465  0.101
C: -2.8100 -5.1716 -0.9649  0.000
H: -0.1288 4.5829 0.0694  0.000
O: 0.4861 0.0387 6.0623  0.000
C: -1.9503 -0.3764 -3.9883  -0.001
H: -0.8568 -5.0993 -0.1224  -0.001
C: -3.4462 -0.1784 -3.5672  0.003
H: -1.7498 -1.2070 -4.6650  0.000
Ag: -4.6341 -0.9404 2.7535  0.095
O: -1.7057 6.7619 1.5823  0.000
H: 3.9892 -4.5337 0.6544  0.000
H: 1.3011 -0.3779 -2.3375  -0.006
O: 2.7964 -1.2891 -0.6105  0.106
H: 3.4559 -5.8612 1.5010  0.000
C: -6.2680 1.3315 -0.8627  0.000
C: -2.4722 1.8531 -3.6061  0.000
H: -7.1561 0.7610 -0.5908  0.000
H: 0.0250 -6.1846 -1.9419  0.000
H: 6.6980 -1.7192 -0.2371  0.001
C: 5.8035 0.7035 -1.1857  0.008
C: -2.0649 5.6540 -0.5112  0.000
H: 0.4922 2.2346 6.1343  0.000
H: 1.3172 0.1965 3.2203  -0.001
C: -0.7841 -1.2090 0.2712  0.089
C: 1.1575 1.3712 6.1400  0.000
H: -1.9234 7.7808 -0.2023  0.000
H: 6.0657 0.2059 -2.1193  -0.003
H: -1.4544 5.9712 -1.3566  0.000
H: -0.7965 -4.4263 -2.9855  0.000
O: -0.1786 5.2499 2.5220  0.000
H: 1.6515 2.3908 -0.6175  0.003
H: 2.6536 0.7521 4.8890  0.000
H: -0.8684 1.3163 1.7428  -0.003
O: -2.6871 -4.6593 -2.2426  0.000
C: -5.5008 1.5498 0.4280  0.004
H: -5.7140 0.6763 -1.5348  0.001
H: 4.4567 -3.0935 2.3622  0.000
C: 0.3061 -0.3315 4.8081  0.002
H: -1.7454 3.8334 0.5702  0.000
C: 2.0680 1.4118 -0.3807  0.065
N: 3.6170 -0.4158 -1.1722  0.615
H: 5.7816 -0.3503 1.5822  -0.002
C: 1.4691 -3.5621 2.2969  0.000
H: -1.7709 1.1835 -5.5109  0.000
H: 4.1895 -4.3686 3.4366  0.000
C: -1.6117 0.9996 1.0112  0.030
Ag: -1.6413 -2.7638 3.4474  0.091
H: -0.5460 -1.0895 -0.7857  -0.024
C: 3.8418 2.0066 -2.0434  0.010
H: -4.3589 3.5439 -1.3208  0.000
H: 5.7889 -1.8308 -1.8301  -0.003
H: -1.2645 -7.2571 -2.2053  0.000
O: -2.4220 -1.0116 2.0746  0.708
H: 5.1090 -2.4904 -0.2848  -0.008
O: -0.4125 -1.2323 4.4473  0.006
H: -1.7994 -5.6078 -3.7848  0.000
H: 1.8909 -3.5510 0.2230  0.000
H: 2.6157 1.4903 0.5584  -0.004
C: -6.4107 2.6750 -1.5414  0.000
C: -1.0634 -6.2293 -1.9030  0.000
F: -3.5415 -1.9501 4.5713  0.050
C: 0.7671 0.8087 3.9350  0.001
H: 3.9766 1.6829 -3.0755  0.000
C: -1.9988 -0.4548 0.8755  -0.018
O: -3.5222 1.1357 -3.1315  0.000
H: 0.0531 -1.2556 0.9676  -0.011
H: -1.0972 -2.2465 0.3877  -0.002
O: -5.1667 2.8115 0.4492  0.001
H: 2.1115 2.3398 4.3788  0.000
H: 3.3703 2.9849 -1.9499  0.003
H: 1.8494 1.3704 6.9822  0.000
H: 2.4916 -0.3104 -3.2893  -0.008
O: 0.3527 -3.3436 2.6622  0.006
C: 2.8779 0.8638 -1.5536  0.031
C: -2.3598 6.9421 0.3401  0.000
C: -1.5485 -5.1951 -2.8076  0.000
O: 2.4721 -3.1404 3.0233  0.000
H: 1.2284 0.7796 -0.0916  -0.005
C: 4.9007 -0.3706 -0.4991  -0.032
C: 4.8310 -0.2716 1.0547  0.104
H: -3.6647 -0.6772 -2.6229  -0.002
C: 5.1286 2.1471 -1.2769  -0.003
H: -6.3295 2.6556 -2.6282  0.000
H: -0.5517 1.2543 -4.2645  0.000
H: -3.3776 7.2902 0.5164  0.000
H: -4.1630 -0.6357 -4.2492  0.000
C: 1.9207 -4.2829 1.0302  0.001
C: -1.5449 -5.8501 -0.5107  0.001
H: 2.4415 -1.7269 -1.3876  0.013
O: -3.7554 -4.9969 -0.2079  0.000
H: 6.6972 1.0235 -0.6499  -0.002
H: 4.4891 0.7327 1.3050  0.002
H: 4.9975 2.7653 -0.3888  0.000
C: 1.7753 1.3910 4.7969  0.000
C: -5.3290 3.5044 -0.8254  0.000
O: -2.4232 3.0648 -3.2934  0.000
H: 1.5916 1.1506 -3.4363  0.003

=====

Computed, not measured: one molecule with the formula C5H9N at a distorted geometry, with ωB97M-V/def2-TZVPD.

Results
- 2S+1: 1
- Highest occupied orbital energy (alpha / beta): -6.08 / -6.09 eV
- F_max: 1.839 eV/Å
- Calculated total energy: -6815.728 eV

Each line ends with the Löwdin charge.
Positions of all 15 atoms, in Å:
H: -0.2598 -1.2050 1.7825  0.084
H: 1.4124 -0.2495 -1.5022  0.066
H: -2.2688 0.4097 -0.9524  0.020
C: 1.1212 -0.7471 -0.5824  0.014
N: 1.4027 1.8606 0.6559  0.190
H: -0.8253 1.1740 -1.8309  0.022
C: -1.0227 -0.7530 1.1478  -0.039
H: 1.9377 -0.8494 0.1369  0.066
C: -1.2024 0.5662 -1.0214  -0.071
C: -0.4059 0.0543 0.0210  -0.608
H: 0.6626 -1.7051 -0.8017  0.069
H: -1.6460 -1.5286 0.7006  0.089
H: 2.2243 2.0150 0.0665  0.101
H: -1.6518 -0.1160 1.7704  0.089
C: 0.5219 1.0737 0.4094  -0.093

=====

Computed, not measured: CH2N2O3S as an isolated structure at a distorted geometry, with ωB97M-V/def2-TZVPD.

Results
- 2S+1: 1
- Highest occupied orbital energy (alpha / beta): -10.18 / -10.18 eV
- F_max: 5.104 eV/Å
- Calculated total energy: -21020.159 eV

Each line ends with the Löwdin charge.
Positions of all 9 atoms, in Å:
O: -0.0833 -1.0699 0.1862  -0.208
H: -1.2120 0.0309 -1.0008  0.134
N: -2.3819 -0.9640 0.4717  0.127
C: -1.2184 -0.6546 -0.1461  -0.282
H: 2.5342 -0.8236 0.7152  -0.171
S: 1.9378 -0.4823 -0.4395  0.800
O: -3.3307 0.7004 -0.6801  0.026
O: -4.4959 -0.8956 0.2122  0.071
N: -3.4595 -0.3250 -0.0317  -0.496

=====

Computed, not measured: a 2-piece molecular cluster, C7H12BrN4O2 overall at a distorted geometry, with ωB97M-V/def2-TZVPD.

Results
- 2S+1: 1
- Highest occupied orbital energy: -12.61 eV
- F_max: 4.456 eV/Å
- Calculated total energy: -87544.206 eV
- Net charge: +1

Each line ends with the Löwdin charge.
Positions of all 26 atoms, in Å:
H: 0.2535 -2.6736 0.7772  0.202
H: -4.7058 2.1553 -0.0832  0.094
H: -2.5908 0.3533 -1.7218  0.087
O: 3.5683 2.0615 -0.8436  0.104
C: -3.2409 -0.1128 -0.9789  -0.021
C: 3.4049 1.0776 -1.4350  -0.800
H: 4.1053 -1.0449 -1.7028  0.113
Br: 2.4775 1.0062 -3.1778  0.693
C: 1.1017 -0.8274 1.3981  -0.329
H: 4.7930 -0.2496 -0.2510  0.142
C: 2.6496 -0.8730 -0.0819  -0.237
H: -0.6228 -0.1551 2.3380  0.109
H: -4.2632 -0.1663 -1.3563  0.094
H: -2.8855 -1.1260 -0.7877  0.075
H: 0.7849 -0.1470 3.3362  0.135
N: 2.1885 -0.0769 0.9318  0.230
H: 2.1184 -2.7286 -0.9812  0.201
C: -3.6646 2.1112 0.2408  -0.015
C: -3.2068 0.6793 0.3020  -0.495
N: 0.3815 -0.3658 2.4274  0.176
N: 0.9752 -1.9620 0.6697  0.147
N: 1.9456 -2.0237 -0.2691  0.148
C: 3.8777 -0.3257 -0.8785  -0.067
H: -3.5872 2.5583 1.2316  0.087
H: -3.0330 2.6744 -0.4486  0.091
O: -2.8250 0.1814 1.3446  0.036

=====

Computed, not measured: a 6-piece molecular cluster, H12O6 overall at a distorted geometry, with ωB97M-V/def2-TZVPD.

Results
- 2S+1: 1
- Highest occupied orbital energy: -10.56 eV
- F_max: 2.666 eV/Å
- Calculated total energy: -12479.698 eV
- SMILES: O.O.O.O.O.O

Each line ends with the Löwdin charge.
Positions of all 18 atoms, in Å:
H: -9.5490 25.2820 21.6070  -0.006
H: -10.1290 23.3250 20.3190  0.091
H: -12.4350 23.9820 23.4130  0.098
H: -10.4100 25.7270 22.7910  0.034
H: -9.8110 27.1250 19.5470  0.050
H: -13.8210 24.7390 20.7070  0.019
H: -10.9820 23.7470 23.0510  0.061
O: -9.6330 25.9790 22.2750  -0.076
O: -12.9500 24.3870 20.5760  -0.074
H: -8.8800 23.3270 21.3550  0.038
H: -9.9800 27.2560 21.0460  -0.044
H: -12.5340 24.3900 21.4660  -0.029
H: -7.9580 26.5410 21.4310  -0.026
O: -7.1320 26.7960 21.0190  -0.048
O: -9.3790 23.7990 20.7310  -0.010
O: -10.1400 27.7310 20.2420  -0.068
O: -11.7010 24.3410 22.8950  -0.030
H: -7.2910 27.6070 20.5520  0.022

=====

Computed, not measured: a 2-piece molecular cluster, C6H12O overall at a distorted geometry, with ωB97M-V/def2-TZVPD.

Results
- 2S+1: 1
- Highest occupied orbital energy: -8.55 eV
- F_max: 3.159 eV/Å
- Calculated total energy: -8461.835 eV
- SMILES: C=C/C=C/CC.O

Each line ends with the Löwdin charge.
Positions of all 19 atoms, in Å:
H: 2.0718 -0.6440 -1.1028  0.109
O: 0.5282 0.5881 -2.4638  -0.047
H: -1.4696 -0.7004 2.1731  0.136
H: -3.7376 -0.2246 1.2013  0.067
H: -1.9236 0.8968 1.4083  0.113
H: 3.2881 0.9910 1.1765  0.057
C: -2.9413 -0.5451 0.5382  -0.134
H: 0.8576 -0.2667 -2.4874  -0.026
H: -3.0070 -1.6005 0.4377  0.051
H: 4.0406 0.4305 -0.3253  0.044
H: -0.6399 -0.9923 -0.6017  0.130
C: -1.5879 -0.1437 1.1673  -0.268
H: -3.0747 -0.1324 -0.4444  0.067
C: -0.4150 -0.3025 0.2607  -0.133
H: 1.2673 1.0349 -2.9271  0.070
C: 1.9798 0.0736 -0.2492  -0.208
H: 0.8622 0.8891 1.3955  0.107
C: 0.7619 0.1967 0.5904  -0.125
C: 3.1389 0.4513 0.2525  -0.011

=====

> What is the F_max in the third record?

5.104 eV/Å